Record 1
{"formula": "C5H10O2", "method": "wB97M-V/def2-TZVPD", "elements": ["O", "O", "C", "C", "C", "C", "C", "H", "H", "H", "H", "H", "H", "H", "H", "H", "H"], "coordinates": [[1.22605, -0.88669, -0.58792], [-1.83144, -0.03794, 0.99621], [1.48899, 0.29986, 0.13949], [0.64218, 0.17013, 1.40751], [-0.16451, -0.82256, -0.60382], [-0.61680, 0.58803, -1.49939], [-0.56908, -0.64238, 0.88202], [1.17951, -0.34551, 2.20649], [2.56262, 0.44592, 0.23330], [-1.81910, 0.70012, 0.37382], [-0.65890, -1.58373, 1.43369], [-1.62403, 0.39208, -1.83264], [0.02414, 0.71942, -2.38932], [0.30018, 1.13458, 1.78774], [-0.52956, -1.75307, -1.06805], [0.98146, 1.05000, -0.48666], [-0.67925, 1.64177, -1.11328]], "forces_ev_per_a": [[0.150, -0.133, -0.014], [-0.129, 0.392, 0.092], [0.124, 0.424, -0.014], [0.044, 0.089, 0.083], [-0.588, 1.200, -0.911], [-0.371, -1.162, 0.021], [0.215, -0.088, -0.250], [-0.105, -0.004, -0.088], [-0.101, 0.038, 0.145], [-0.260, 0.019, 0.212], [0.107, -0.002, -0.394], [-0.372, -0.190, -0.423], [-0.152, -0.610, 0.379], [0.078, -0.013, 0.011], [-0.202, 0.716, -0.075], [1.389, 0.486, 0.676], [0.173, -1.163, 0.550]], "charge": 0, "smiles": "C[C@H]1OCC[C@H]1O", "homo_energy_ev": -9.744}

---

Record 2
{"formula": "C5H10O2", "method": "wB97M-V/def2-TZVPD", "elements": ["O", "O", "C", "C", "C", "C", "C", "H", "H", "H", "H", "H", "H", "H", "H", "H", "H"], "coordinates": [[0.20370, 1.31962, 0.86746], [0.00572, -1.98650, 0.13396], [0.62107, 0.14266, 1.26941], [-1.56820, -0.04573, 0.40867], [-0.95061, 1.30353, 0.24082], [1.29375, 0.24817, -1.67155], [-0.40183, -0.91832, 0.97600], [-1.97113, -0.48726, -0.51201], [-2.39228, 0.00346, 1.13115], [1.62291, 0.08254, 1.66110], [1.04684, -0.12970, -2.66297], [1.85556, -0.50481, -1.11390], [-0.70492, -1.43444, 1.88946], [1.91544, 1.14079, -1.75311], [0.35768, 0.56751, -1.19101], [-1.38142, 2.25643, -0.01885], [0.28373, -1.61734, -0.71366]], "forces_ev_per_a": [[0.603, 1.036, 0.170], [0.064, 0.050, -0.231], [0.065, -0.854, 0.363], [-0.147, -0.083, 0.036], [-0.823, -0.096, -0.131], [0.041, 0.103, -0.247], [-0.168, 0.152, 0.345], [0.081, 0.092, 0.140], [0.040, -0.083, -0.045], [-0.112, -0.019, 0.010], [0.149, 0.024, -0.071], [-0.157, 0.164, -0.084], [-0.044, 0.024, -0.065], [-0.002, -0.080, -0.115], [0.382, -0.304, -0.259], [0.023, -0.083, 0.057], [0.004, -0.044, 0.128]], "charge": 0, "homo_energy_ev": [-7.247, -7.283]}

---

Record 3
{"formula": "C5H10O2", "method": "wB97M-V/def2-TZVPD", "elements": ["O", "O", "C", "C", "C", "C", "C", "H", "H", "H", "H", "H", "H", "H", "H", "H", "H"], "coordinates": [[-0.03216, 1.96117, -1.17874], [0.88093, -2.02269, 0.28706], [-0.62735, 0.10773, 0.47448], [0.70506, -0.69887, 0.74090], [0.30127, 1.25500, -0.01493], [1.43491, 0.26359, -0.19802], [-1.51430, -0.58088, -0.54242], [0.53120, 1.93668, 0.82115], [0.84537, -2.65893, 1.00883], [-0.91456, -1.31303, -1.09019], [-1.20856, 0.40805, 1.36187], [1.34746, -0.17638, -1.19846], [-1.96455, 0.11967, -1.25114], [2.47124, 0.57672, -0.04482], [-0.77521, 2.53685, -0.96335], [0.82893, -0.58259, 1.81318], [-2.30967, -1.13208, -0.02540]], "forces_ev_per_a": [[-0.247, 0.267, -0.045], [-0.289, -0.194, 0.274], [-0.067, -0.123, -0.037], [-0.305, 0.364, 0.159], [0.109, -0.032, 0.161], [0.086, 0.029, -0.034], [-0.026, -0.030, -0.151], [-0.185, -0.049, -0.206], [-0.129, 0.192, 0.013], [-0.241, 0.115, -0.151], [0.272, -0.349, -0.143], [0.030, 0.066, 0.111], [0.000, -0.089, 0.083], [-0.175, -0.095, 0.183], [0.072, 0.022, -0.165], [0.960, -0.207, 0.136], [0.135, 0.115, -0.188]], "charge": 0, "smiles": "C[C@@H]1[C@H](O)C[C@@H]1O", "homo_energy_ev": -9.720}

---

Record 4
{"formula": "C5H10O2", "method": "wB97M-V/def2-TZVPD", "elements": ["O", "O", "C", "C", "C", "C", "C", "H", "H", "H", "H", "H", "H", "H", "H", "H", "H"], "coordinates": [[-0.47764, -1.52741, -0.83035], [-0.35327, 2.53424, 1.03387], [1.40480, -0.28062, -1.45153], [0.33160, 2.53214, 0.04185], [-1.23191, -1.35075, 0.36378], [-0.33186, -0.96091, 1.52444], [0.08778, -0.39191, -1.31510], [-0.86102, -1.08401, 2.47288], [-0.07338, 2.80471, -0.95378], [1.84219, 0.58398, -1.93648], [-0.01114, 0.08408, 1.45138], [2.06403, -1.07393, -1.11233], [0.55002, -1.61190, 1.53139], [-1.70510, -2.32161, 0.53818], [-0.61772, 0.38049, -1.63674], [1.40866, 2.28643, 0.07540], [-2.02603, -0.60302, 0.20316]], "forces_ev_per_a": [[0.076, -0.122, -0.104], [0.249, -0.029, -0.505], [-0.183, 0.050, -0.100], [-0.116, 0.198, 0.383], [-0.236, 0.006, 0.237], [-0.009, 0.039, 0.057], [0.348, 0.033, -0.199], [0.021, 0.031, -0.074], [-0.007, -0.073, 0.122], [-0.065, -0.048, 0.046], [-0.021, -0.275, 0.039], [-0.113, 0.093, -0.075], [-0.141, 0.124, 0.044], [0.051, 0.177, -0.014], [0.102, -0.080, 0.098], [-0.103, -0.004, 0.024], [0.146, -0.121, 0.023]], "charge": 0, "smiles": "C=COCC.C=O", "homo_energy_ev": -9.456}

---

Record 5
{"formula": "C5H10O2", "method": "wB97M-V/def2-TZVPD", "elements": ["O", "O", "C", "C", "C", "C", "C", "H", "H", "H", "H", "H", "H", "H", "H", "H", "H"], "coordinates": [[2.68938, -0.17897, -0.79992], [0.11063, 0.82473, -0.87050], [1.73170, -0.47751, 0.20088], [-1.75257, 0.32027, 0.40325], [0.36160, -0.54253, -0.50888], [-0.61870, 1.31977, 0.24352], [-1.00630, -1.00136, 0.09086], [2.34762, 0.60127, -1.26279], [-0.89126, 2.35774, 0.05708], [-1.53546, -1.53661, -0.70401], [1.74232, 0.31661, 0.96344], [-0.96204, -1.67271, 0.95394], [-2.20541, 0.34885, 1.39915], [0.56283, -1.10809, -1.42247], [-2.53856, 0.52294, -0.33271], [0.00470, 1.27491, 1.14966], [2.06702, -1.40114, 0.67815]], "forces_ev_per_a": [[0.011, 0.211, -0.069], [0.017, 0.105, -0.066], [-0.253, -0.211, 0.274], [0.002, 0.048, 0.026], [0.054, -0.114, -0.105], [-0.115, 0.195, 0.147], [0.080, -0.058, 0.001], [0.144, -0.137, 0.084], [-0.092, -0.103, -0.083], [0.116, -0.020, 0.212], [-0.115, -0.252, -0.057], [0.264, 0.165, -0.089], [0.121, -0.056, -0.127], [-0.081, 0.172, -0.038], [0.157, -0.103, 0.119], [-0.055, 0.219, -0.108], [-0.254, -0.062, -0.119]], "charge": 0, "smiles": "OC[C@H]1CCCO1", "homo_energy_ev": -9.822}

---

Record 6
{"formula": "C5H10O2", "method": "wB97M-V/def2-TZVPD", "elements": ["O", "O", "C", "C", "C", "C", "C", "H", "H", "H", "H", "H", "H", "H", "H", "H", "H"], "coordinates": [[0.88188, -0.47949, 0.96721], [-1.64484, -3.15200, 1.13679], [0.71364, 0.86446, -1.88193], [0.28225, 0.69663, 0.65527], [-0.39531, 1.42656, 1.79883], [0.36403, 1.32874, -0.53624], [0.72059, -0.44994, -2.22287], [0.53294, -0.77220, -3.23934], [-1.93309, -3.18117, 0.22451], [1.16858, 1.50876, -2.62592], [0.64029, -1.23148, -1.46885], [1.32066, -0.75430, 0.16480], [-0.79045, -2.74293, 1.23719], [0.15857, 2.30580, 2.11469], [-0.08733, 2.31806, -0.48598], [-0.48954, 0.68259, 2.60212], [-1.44287, 1.63193, 1.55973]], "forces_ev_per_a": [[-0.656, 0.082, 0.198], [-0.750, -0.482, 0.659], [1.087, -2.015, 0.462], [0.235, 1.651, -0.552], [-0.270, -1.840, 0.261], [-0.268, 0.262, 0.142], [-0.698, 0.636, 0.402], [1.018, 0.008, -0.173], [0.433, 0.249, -0.178], [-1.011, 0.665, -0.083], [-0.635, 0.026, -0.216], [0.503, -0.368, -0.284], [0.343, 0.314, -0.473], [-0.116, -0.010, 0.075], [0.137, -0.069, -0.227], [0.333, 0.464, 0.215], [0.316, 0.427, -0.226]], "charge": 0, "smiles": "C=C/C=C(/C)O.O", "homo_energy_ev": -8.280}

---

Record 7
{"formula": "C5H10O2", "method": "wB97M-V/def2-TZVPD", "elements": ["O", "O", "C", "C", "C", "C", "C", "H", "H", "H", "H", "H", "H", "H", "H", "H", "H"], "coordinates": [[1.37808, 0.09142, 1.69008], [-0.64599, 0.86570, 0.36352], [-0.00152, -0.24536, -0.35184], [-2.46023, -0.62874, 0.00654], [2.16823, 0.27501, 0.53412], [1.34704, 0.23608, -0.80012], [-1.36462, 0.18304, -0.64232], [-1.58588, 0.75936, -1.53745], [0.58820, 0.65122, 1.60390], [2.88350, -0.55258, 0.54883], [1.23908, 1.23211, -1.23839], [-3.32917, 0.00686, 0.20021], [-2.75919, -1.49499, -0.58659], [1.83777, -0.41061, -1.53661], [0.05545, -1.20584, 0.16570], [-2.08105, -0.97698, 0.97686], [2.73028, 1.21430, 0.60359]], "forces_ev_per_a": [[0.231, 0.283, 0.340], [0.071, -0.235, 0.092], [0.042, -0.026, 0.032], [-0.116, -0.066, -0.135], [0.356, 0.004, -0.210], [-0.122, 0.015, -0.051], [-0.363, -0.117, -0.360], [-0.075, 0.032, 0.078], [0.382, -0.188, 0.301], [-0.015, 0.149, -0.069], [0.072, -0.105, 0.065], [0.040, -0.131, -0.091], [-0.073, 0.096, -0.053], [-0.179, 0.008, 0.158], [-0.132, 0.363, 0.293], [-0.124, 0.023, -0.292], [0.003, -0.104, -0.099]], "charge": 0, "smiles": "C[C@H]1O[C@@H]1CCO", "homo_energy_ev": -9.957}

---

Record 8
{"formula": "C5H10O2", "method": "wB97M-V/def2-TZVPD", "elements": ["O", "O", "C", "C", "C", "C", "C", "H", "H", "H", "H", "H", "H", "H", "H", "H", "H"], "coordinates": [[-0.11179, -2.51997, -0.30097], [1.12047, -0.27044, 0.98759], [-0.15812, 1.34139, -0.05317], [-0.08440, 0.35373, 0.86203], [-0.92761, 0.26597, 2.13244], [0.41406, 0.17585, -2.29423], [0.39303, 1.25029, -1.46638], [-0.76096, -0.74474, 2.56825], [-1.94975, 0.26729, 1.94944], [1.42953, -0.34087, 0.02025], [-0.68086, 1.01173, 2.85480], [0.71770, 2.16124, -1.90132], [0.85147, -2.90425, -0.36184], [-0.18786, -0.72332, -1.90355], [0.84151, 0.16642, -3.28691], [-0.82947, 2.24410, -0.05886], [-0.07694, -1.73443, 0.25244]], "forces_ev_per_a": [[2.344, -1.613, -0.596], [0.380, -2.021, -2.468], [-1.588, 0.419, -2.912], [0.091, 3.159, 1.678], [1.901, -1.824, -0.486], [-1.758, -0.746, 2.411], [0.430, -1.086, 0.321], [0.209, 0.689, -0.049], [-1.866, 0.452, -0.646], [0.070, 0.290, 1.957], [0.319, 0.511, 0.484], [0.597, 0.978, -0.081], [-2.879, 1.376, 0.432], [1.409, 1.017, -0.943], [-0.131, 0.168, 0.031], [0.044, -1.438, 0.725], [0.426, -0.332, 0.144]], "charge": 0, "smiles": "C=C/C=C(/C)O.O", "homo_energy_ev": -8.429}